a:
2 unconnected molecules or ions with the total composition C2H7NO2S. Source: OMol25; level of theory: ωB97M-V/def2-TZVPD.

XYZ file:
```
13
Properties=species:S:1:pos:R:3:lowdin_charge:R:1
S 0.588 1.669 0.440 0.511
O 1.204 0.502 -0.298 -0.381
O 1.244 1.984 1.681 -0.369
N -0.937 1.524 0.398 -0.273
C -0.142 -1.955 -0.016 -0.093
C -0.353 -0.813 -0.904 0.109
H 0.057 -0.855 -1.899 0.098
H -1.376 2.083 1.108 0.009
H 0.908 -2.006 0.275 0.101
H -0.336 -2.879 -0.564 0.096
H -1.077 -0.044 -0.659 0.033
H 0.970 2.697 -0.441 0.070
H -0.751 -1.908 0.881 0.089
```

The lowest unoccupied orbital energy is -1.044 eV. The net charge is 0. The value obtained for the HOMO-LUMO gap is 0.3164 Eh.


b:
A molecular structure, C2H7NO2S. Source: OMol25; level of theory: ωB97M-V/def2-TZVPD.

XYZ file:
```
13
Properties=species:S:1:pos:R:3:lowdin_charge:R:1
S 0.288 -0.823 -0.834 0.850
O -1.120 -1.717 -1.246 -0.308
O 1.434 -1.726 -0.799 -0.466
N 0.729 0.983 1.119 -0.030
C -0.031 -0.824 0.859 -0.196
C -0.178 1.728 0.215 -0.245
H 0.202 1.615 -0.823 0.051
H -0.903 -1.913 -2.181 0.051
H -0.229 2.739 0.501 0.056
H -1.120 -0.862 1.029 0.074
H -1.203 1.507 0.203 0.053
H 0.639 -1.483 1.461 0.093
H 1.494 0.776 0.497 0.017
```

The lowest unoccupied orbital energy is 0.248 eV. The net charge is 0. The value obtained for the HOMO-LUMO gap is 0.3655 Eh.


Stability check: which of them is most stable? a.


a:
2 unconnected molecules or ions with the total composition C5H8N2O4. Source: OMol25; level of theory: ωB97M-V/def2-TZVPD.

XYZ file:
```
19
Properties=species:S:1:pos:R:3:lowdin_charge:R:1
O -1.307 1.001 -2.387 0.111
O -0.702 -2.057 1.393 0.076
O 0.673 1.042 -1.620 0.033
O -0.916 -0.566 2.947 0.096
N -0.771 -0.920 1.802 -0.370
N -0.383 0.530 -1.813 -0.450
C -0.592 0.143 0.835 -0.164
C -0.596 -0.685 -1.043 -0.063
C -1.034 1.579 1.037 -0.074
C 0.410 1.264 1.050 -0.083
C 0.566 -1.652 -1.189 -0.055
H -1.589 -0.987 -1.143 0.110
H 0.840 1.082 2.147 0.155
H 0.694 -2.129 -0.225 0.047
H -1.374 2.172 0.236 0.087
H 1.529 -1.052 -1.485 0.117
H 1.177 1.597 0.227 0.145
H 0.422 -2.502 -1.983 0.118
H -1.717 1.596 2.007 0.163
```

The lowest unoccupied orbital energy is -0.317 eV. The net charge is 0. The value obtained for the HOMO-LUMO gap is 0.3795 Eh.


b:
A single C5H8N2O4 molecule. Source: OMol25; level of theory: ωB97M-V/def2-TZVPD.

XYZ file:
```
19
Properties=species:S:1:pos:R:3:lowdin_charge:R:1
O -1.797 -1.471 -0.242 0.038
O 0.812 1.496 -2.248 0.082
O -3.064 -0.157 -1.619 0.234
O -1.253 1.662 -2.857 0.124
N -0.371 1.276 -2.168 -0.424
N -0.662 0.344 -1.203 0.079
C -2.096 -0.479 -1.113 -0.368
C -0.417 -1.511 0.223 -0.047
C 1.550 0.156 1.859 -0.101
C 0.519 0.809 0.893 -0.158
C 0.222 -0.172 -0.249 -0.327
H 1.290 -0.784 2.090 -0.001
H 1.172 -0.533 -0.753 0.165
H 0.686 1.791 0.548 0.099
H -0.507 -1.445 1.287 0.112
H -0.358 0.614 1.557 0.124
H 1.620 0.739 2.835 0.096
H 2.665 0.088 1.434 0.123
H -0.013 -2.423 -0.274 0.152
```

The SMILES is CC[C@H]1COC(=O)N1[N+](=O)[O-]. The lowest unoccupied orbital energy is 0.551 eV. The net charge is 0. The value obtained for the HOMO-LUMO gap is 0.4029 Eh.


Stability check: which of them is most stable? b.


a:
2 unconnected molecules or ions with the total composition CH4O2S. Source: OMol25; level of theory: ωB97M-V/def2-TZVPD.

XYZ file:
```
8
Properties=species:S:1:pos:R:3:mulliken_spin:R:1
S 2.486 0.853 -1.231 1.036
O -1.545 -1.624 1.288 0.000
O -1.953 0.497 0.881 0.000
C -1.974 -0.653 0.446 0.000
H -2.538 -1.099 -0.519 0.000
H -1.411 -1.195 2.192 0.000
H 2.601 0.773 0.102 -0.017
H 1.404 0.813 -2.104 -0.019
```

The lowest unoccupied orbital energy (alpha / beta) is -6.973 / -10.743 eV. As for the multiplicity: 2. The net charge is +1. The value obtained for the HOMO-LUMO gap (alpha / beta) is 0.2530 / 0.1143 Eh.


b:
2 unconnected molecules or ions with the total composition CH4O2S. Source: OMol25; level of theory: ωB97M-V/def2-TZVPD.

XYZ file:
```
8
Properties=species:S:1:pos:R:3:mulliken_spin:R:1
S -3.148 -0.253 1.808 1.037
O 1.007 -0.131 -1.688 0.000
O 3.076 0.751 -1.127 0.001
C 2.202 -0.204 -1.181 0.000
H 1.071 0.496 -2.456 0.000
H 2.297 -1.042 -0.575 0.000
H -3.842 -0.572 2.922 -0.019
H -2.663 0.955 2.297 -0.019
```

The lowest unoccupied orbital energy (alpha / beta) is -5.405 / -10.945 eV. As for the multiplicity: 2. The net charge is +1. The value obtained for the HOMO-LUMO gap (alpha / beta) is 0.2788 / 0.0750 Eh.


Stability check: which of them is most stable? b.


a:
2 unconnected molecules or ions with the total composition C4H4F2. Source: OMol25; level of theory: ωB97M-V/def2-TZVPD.

XYZ file:
```
10
Properties=species:S:1:pos:R:3:lowdin_charge:R:1
F -2.306 -1.712 2.185 0.139
F -0.014 -3.582 0.365 0.158
C -0.678 -2.490 0.601 -0.175
C 0.499 0.097 0.339 -0.106
C -1.553 -1.637 1.140 -0.142
C -0.393 -1.080 0.357 -0.132
H 0.687 0.298 -0.776 0.079
H -0.015 0.917 0.735 0.050
H 1.571 -0.103 0.779 0.116
H -1.107 -1.063 -2.001 0.013
```

The lowest unoccupied orbital energy (alpha / beta) is 0.367 / -0.388 eV. The net charge is 0. The value obtained for the HOMO-LUMO gap (alpha / beta) is 0.3383 / 0.2254 Eh.


b:
A single C4H4F2 molecule. Source: OMol25; level of theory: ωB97M-V/def2-TZVPD.

XYZ file:
```
10
Properties=species:S:1:pos:R:3:lowdin_charge:R:1
F 2.492 1.146 -0.308 0.061
F 2.617 -1.062 -0.335 0.034
C -0.618 0.021 -0.077 -0.062
C 2.017 0.015 0.266 -0.405
C -2.074 -0.012 -0.178 -0.091
C 0.575 -0.024 0.041 0.059
H -2.423 0.946 -0.648 0.098
H -2.542 -0.117 0.778 0.069
H -2.349 -0.821 -0.858 0.083
H 2.306 -0.092 1.321 0.154
```

The SMILES is CC#CC(F)F. The lowest unoccupied orbital energy is 0.882 eV. The net charge is 0. The value obtained for the HOMO-LUMO gap is 0.4175 Eh.


Stability check: which of them is most stable? b.